# 1
Here is a 2-piece molecular cluster, C7H13BIN3O2 overall from the OMol25 dataset. Energies are from ωB97M-V with the def2-TZVPD basis set.

- HOMO (alpha / beta) (eV) = -7.574 / -7.680
- multiplicity = 1

Element x y z (Å)
I1 5.79510 -0.22943 0.15447
O1 0.51587 3.12363 -0.23863
O2 1.78513 1.86502 1.30479
N1 1.66763 -0.83643 0.02900
N2 1.99724 -0.77645 -1.30145
N3 3.25189 -0.64792 -1.43702
C1 -3.28489 -1.43356 -0.29287
C2 3.77077 -0.60148 -0.18760
C3 0.38741 -0.76547 0.44584
C4 2.77123 -0.69755 0.73856
C5 -0.76252 -1.32011 -0.37436
C6 -2.06536 -0.58770 0.02765
C7 -2.27562 0.80083 -0.51181
B1 0.87625 1.98014 0.35947
H1 -2.27393 0.60936 -1.58122
H2 -4.06510 -1.10934 0.35929
H3 -0.52760 -1.10349 -1.42332
H4 2.55857 2.56616 1.45033
H5 -3.02094 -2.50982 -0.05403
H6 0.91606 3.91031 0.05313
H7 2.78559 -0.45252 1.75848
H8 0.36129 -0.85736 1.56263
H9 -0.75955 -2.36498 -0.18395
H10 -3.20729 1.35095 -0.24679
H11 -1.57700 1.65982 -0.25586
H12 -3.56756 -1.07038 -1.26450
H13 -2.05265 -0.50225 1.10978

Cartesian forces, eV/Å:
I -0.5 -0.1 -0.1
O -1.4 -1.6 -1.4
O 3.6 1.3 1.7
N 1.3 -0.2 -2.4
N -2.1 -0.7 -0.5
N 0.7 0.0 0.7
C 1.1 -0.3 0.8
C 1.2 0.4 0.2
C -1.7 1.2 1.6
C 1.5 0.1 0.0
C 1.0 2.9 -0.1
C 0.1 -0.5 1.9
C 0.5 2.0 -0.5
B -0.9 -0.3 -0.1
H 0.0 0.8 -0.5
H -0.8 0.0 0.5
H -0.1 -0.4 0.0
H -2.5 -1.9 -0.6
H -0.8 1.1 -1.0
H 1.0 1.7 0.7
H 0.0 -0.3 1.1
H -0.3 0.2 -1.1
H -0.5 -1.1 0.0
H 0.0 -1.3 -0.1
H 0.0 -1.7 -0.4
H -0.4 -1.2 -1.0
H 0.3 -0.1 0.5



# 2
Here is an isolated molecule of C4H8OS from the OMol25 dataset. Energies are from ωB97M-V with the def2-TZVPD basis set.

- HOMO (eV) = -9.323
- SMILES = C[C@@H](S)[C@@H]1CO1
- multiplicity = 1

Element x y z (Å)
S1 -0.88267 1.68044 1.26896
O1 1.21066 -0.83782 -1.17753
C1 1.21188 0.45595 -1.68314
C2 -0.58658 0.16659 0.20863
C3 -1.11579 -1.12636 0.81118
C4 0.87120 0.10867 -0.21350
H1 0.40805 0.78416 -2.28401
H2 0.06886 1.54580 2.15399
H3 -2.03377 -0.95264 1.29156
H4 -1.41043 -1.95033 0.12403
H5 2.06161 0.99147 -1.99778
H6 1.64882 0.11331 0.56475
H7 -0.36846 -1.54409 1.58268
H8 -1.08338 0.56485 -0.64981

Cartesian forces, eV/Å:
S -0.5 -0.4 -0.8
O -0.1 -1.7 -1.1
C -0.8 0.7 2.8
C 0.8 0.6 0.7
C 1.3 -1.2 0.3
C 0.7 0.9 -0.9
H -1.3 -0.2 -0.6
H 0.8 -0.3 0.6
H -1.1 0.5 1.0
H 0.9 0.6 -0.1
H 1.7 -0.1 0.1
H -0.4 0.6 -0.2
H -1.1 0.6 -1.2
H -0.9 -0.5 -0.7



# 3
Here is C21H31N3O5S as an isolated structure from the OMol25 dataset. Energies are from ωB97M-V with the def2-TZVPD basis set.

- HOMO (eV) = -9.215
- multiplicity = 1

Element x y z (Å)
S1 -2.20794 -0.37679 -0.69863
O1 1.87059 2.75747 -0.96425
O2 3.97139 3.52473 -0.48399
O3 -2.11307 -1.85365 -1.00199
O4 4.31671 -0.96390 2.22307
O5 -2.75631 0.39288 -1.81512
N1 5.20214 -0.45647 -0.14038
N2 -3.05434 0.03903 0.62562
N3 3.01614 1.81964 0.45079
C1 -5.08106 3.13696 0.12347
C2 2.72944 -2.99799 0.03403
C3 3.14198 2.64755 -0.33433
C4 -0.04181 1.41674 -0.98484
C5 -3.41067 1.32068 0.50857
C6 4.82602 -2.13616 -1.47475
C7 1.16788 1.74684 -0.73788
C8 4.12671 1.47158 1.31176
C9 -4.16523 -0.96282 1.07346
C10 -5.28032 -0.74930 0.05742
C11 -0.56054 0.05803 -0.45265
C12 -0.02124 -0.28940 0.59896
C13 -5.80220 0.78822 0.21320
C14 1.27499 0.24610 1.13061
C15 5.47853 0.76763 -1.13877
C16 -4.72817 1.62251 -0.25385
C17 5.55486 -1.69466 -0.31949
C18 -6.45184 -1.94134 0.45039
C19 1.90954 1.08019 0.42191
C20 3.30996 -2.15547 -1.22310
C21 4.54867 -0.08578 1.24584
H1 -4.37151 -1.04824 1.99422
H2 -4.57448 1.63044 -1.08992
H3 1.65687 -3.04274 -0.08158
H4 5.51191 -2.17674 0.51690
H5 5.65704 1.72181 -0.69051
H6 -7.31662 -1.62799 -0.08025
H7 4.65227 0.77570 -1.80436
H8 -0.49933 -1.16716 1.10035
H9 -5.30132 3.46926 1.19059
H10 -5.19416 -0.96093 -0.95514
H11 -6.20708 -2.81529 0.40892
H12 3.93526 1.35961 2.51038
H13 6.21549 0.42085 -1.51917
H14 -3.70227 -1.83855 0.47116
H15 -6.02812 3.26799 -0.48097
H16 5.03406 2.06581 1.32685
H17 -6.69435 -1.47459 1.46823
H18 6.62974 -1.80874 -0.44907
H19 -6.21939 0.90599 1.55195
H20 4.99718 -3.17510 -1.37119
H21 5.03433 -1.76457 -2.25287
H22 -6.62000 0.79863 -0.18116
H23 -0.50561 1.88760 -1.89590
H24 -3.62313 1.57164 1.75882
H25 3.22672 -2.64377 1.18187
H26 3.02005 -3.93493 -0.16143
H27 2.78119 -1.10103 -0.99694
H28 -4.33545 3.64730 -0.21000
H29 2.03093 -0.50599 1.89321
H30 2.63156 -2.54094 -2.19972
H31 -2.59256 1.93161 0.60164

Cartesian forces, eV/Å:
S -0.7 -4.2 -5.0
O 2.8 5.0 -3.9
O -0.1 -0.9 -0.5
O -0.7 3.0 1.9
O 1.5 4.9 -5.3
O 0.9 -0.2 1.0
N -3.7 11.3 7.5
N 0.8 -5.5 1.3
N 3.3 -12.5 13.1
C -5.5 -3.7 1.2
C 2.1 4.2 1.4
C 0.4 14.8 -10.6
C -4.8 -2.7 -4.1
C -4.6 3.2 5.6
C -5.8 -8.0 10.1
C 1.9 -3.6 5.7
C 0.8 -3.8 5.1
C 4.3 -0.7 -13.1
C -4.3 -0.1 4.0
C -2.0 7.7 -5.7
C 4.7 -4.5 8.2
C 6.6 -5.1 8.3
C 0.2 -7.6 4.3
C -8.5 0.0 6.3
C -1.0 4.2 18.4
C 3.7 -0.3 -4.5
C -1.5 14.5 2.4
C -3.0 2.8 -4.8
C -4.7 1.5 -0.2
C 0.7 -3.6 -1.2
H -1.2 -0.2 6.9
H 2.6 -0.3 -16.5
H -0.4 0.6 0.6
H -1.5 -3.4 4.9
H -0.1 0.2 0.6
H -0.8 -0.4 -1.0
H -0.7 0.3 -0.7
H 0.8 0.8 0.1
H 0.3 -1.2 -1.2
H 1.7 -0.1 -1.8
H 3.0 -9.8 -0.4
H -0.7 1.1 -2.8
H 9.4 -3.6 -5.4
H -0.5 0.1 2.5
H 1.0 0.7 0.6
H -0.4 0.4 -1.0
H 0.2 -1.7 -0.7
H 0.8 0.2 -0.8
H 1.8 0.0 -3.8
H 0.6 -1.7 -1.4
H 3.2 5.0 -10.9
H -9.2 1.0 -5.1
H -0.1 -0.5 1.3
H -0.4 -0.4 -2.9
H -1.9 -0.9 -3.6
H 1.4 -3.9 -0.2
H 1.6 -1.8 -0.9
H 4.4 3.8 -2.3
H -2.9 2.5 -1.8
H 2.2 0.9 2.4
H 2.1 2.1 -1.6



Looking at F_max for the records above, in order, we have 4.18, 3.00, 18.87 eV Å⁻¹.
Looking at relative energy (zero: lowest compared OMol25 entry of this formula, charge and spin) for the records above, in order, we have 69.95, 46.16, 528.48 kcal per mole.